No. 1
Here is a 2-piece molecular cluster, C5H11NO2 overall from OMol25. Energies are from wB97M-V/def2-TZVPD.

Cartesian coordinates (Å):
C1 -0.630 0.871 -0.424
C2 1.804 -1.626 -1.179
C3 1.005 0.788 1.401
N1 0.245 0.079 0.399
C4 -1.769 0.686 0.677
C5 -2.795 -0.116 0.415
O1 1.540 -0.229 -1.199
O2 -0.829 0.360 -1.606
H1 0.621 -0.064 -1.672
H2 -0.378 1.956 -0.397
H3 -1.705 1.299 1.568
H4 2.563 -1.830 -0.423
H5 0.900 -2.194 -0.946
H6 2.185 -1.937 -2.157
H7 0.842 1.872 1.408
H8 0.802 0.350 2.381
H9 2.057 0.599 1.176
H10 -2.812 -0.689 -0.504
H11 -3.646 -0.175 1.083

HOMO (alpha / beta) in eV: -8.9155 / -8.9164
ΔE to the lowest compared entry with this formula, charge and spin in kcal per mole: 140.9
Calculated total energy in eV: -10943.1587
HOMO-LUMO gap (alpha / beta) in eV: 7.6 / 7.6
LUMO (alpha / beta) in eV: -1.29 / -1.29

---

No. 2
Here is a 2-piece molecular cluster, C16H27N2 overall at a distorted geometry from OMol25. Energies are from wB97M-V/def2-TZVPD.

Cartesian coordinates (Å):
C1 2.718 2.493 -0.883
N1 2.707 1.877 0.442
C2 3.706 2.376 1.391
C3 2.160 0.624 0.581
C4 2.068 -0.080 1.801
C5 1.900 0.581 3.045
C6 1.877 -0.130 4.219
C7 2.034 -1.510 4.202
C8 2.187 -2.183 2.997
C9 2.182 -1.492 1.811
H1 3.308 3.406 -0.887
H2 3.150 1.805 -1.608
H3 1.701 2.743 -1.182
H4 4.428 3.018 0.892
H5 3.230 2.948 2.184
H6 4.255 1.536 1.818
H7 1.938 0.091 -0.329
H8 1.727 1.643 3.052
H9 1.722 0.381 5.157
H10 2.018 -2.066 5.125
H11 2.302 -3.257 2.990
H12 2.329 -2.006 0.875
C10 -2.717 -2.528 -3.009
C11 -2.162 -1.117 -2.807
C12 -0.745 -0.996 -3.368
C13 -2.197 -0.684 -1.328
C14 -3.614 -0.710 -0.710
C15 -3.666 0.510 0.226
C16 -2.625 1.496 -0.327
N2 -1.685 0.715 -1.164
H13 -2.136 -3.255 -2.439
H14 -3.757 -2.607 -2.688
H15 -2.673 -2.820 -4.060
H16 -2.807 -0.406 -3.349
H17 -0.058 -1.647 -2.821
H18 -0.710 -1.283 -4.421
H19 -0.371 0.028 -3.286
H20 -1.550 -1.367 -0.757
H21 -4.365 -0.629 -1.504
H22 -3.813 -1.656 -0.188
H23 -4.669 0.951 0.291
H24 -3.393 0.209 1.243
H25 -3.090 2.265 -0.953
H26 -2.091 2.027 0.473
H27 -0.751 0.705 -0.748

HOMO in eV: -11.0123
ΔE to the lowest compared entry with this formula, charge and spin in kcal per mole: 20.8
Calculated total energy in eV: -20003.1879
HOMO-LUMO gap in eV: 5.8
LUMO in eV: -5.19
Net charge: +1

---

No. 3
Here is C28H30BrN4O3Sr as an isolated structure from OMol25. Energies are from wB97M-V/def2-TZVPD.

Cartesian coordinates (Å):
Sr1 0.065 0.557 0.129
O1 -3.138 -6.611 0.356
C1 -3.469 -5.477 0.988
O2 -4.622 -5.220 1.219
C2 -2.364 -4.538 1.351
C3 -1.337 -4.242 0.462
C4 -0.480 -3.184 0.717
C5 -0.630 -2.455 1.891
C6 -1.610 -2.795 2.819
C7 -2.485 -3.826 2.539
N1 0.165 -1.291 2.070
C8 0.810 -1.118 3.146
C9 1.633 0.095 3.342
C10 2.455 0.201 4.450
C11 3.262 1.324 4.582
C12 3.211 2.294 3.600
C13 2.349 2.108 2.525
N2 1.571 1.040 2.390
H1 -2.179 -6.730 0.343
H2 -1.246 -4.778 -0.476
H3 0.278 -2.895 -0.003
H4 -1.731 -2.202 3.717
H5 -3.298 -4.059 3.212
H6 0.816 -1.863 3.945
H7 2.470 -0.588 5.190
H8 3.919 1.431 5.433
H9 3.824 3.183 3.652
H10 2.288 2.849 1.736
C14 -0.602 3.860 0.740
C15 0.527 4.057 -0.246
O3 0.930 2.778 -0.732
C16 1.978 2.821 -1.729
C17 3.352 2.871 -1.102
H11 -0.955 4.821 1.111
H12 -0.278 3.276 1.607
H13 -1.452 3.365 0.261
H14 1.375 4.563 0.226
H15 0.200 4.671 -1.090
H16 1.792 3.681 -2.378
H17 1.859 1.911 -2.315
H18 3.492 3.761 -0.486
H19 4.109 2.892 -1.886
H20 3.527 1.978 -0.500
Br1 5.640 -2.469 -2.872
C18 3.955 -1.784 -2.340
C19 2.961 -1.590 -3.285
C20 1.733 -1.084 -2.882
C21 1.430 -0.743 -1.552
C22 2.478 -0.972 -0.660
C23 3.728 -1.482 -1.014
H21 3.149 -1.834 -4.323
H22 0.981 -0.952 -3.656
H23 2.360 -0.753 0.412
H24 4.507 -1.642 -0.279
N3 -5.525 -2.406 1.837
C24 -4.573 -1.586 1.346
C25 -3.900 -1.900 0.153
C26 -2.876 -1.094 -0.269
N4 -2.458 0.005 0.382
C27 -3.145 0.336 1.487
C28 -4.194 -0.393 1.992
H25 -5.547 -3.367 1.526
H26 -5.948 -2.206 2.726
H27 -4.175 -2.779 -0.415
H28 -2.335 -1.346 -1.176
H29 -2.828 1.238 2.001
H30 -4.692 -0.071 2.897

HOMO in eV: -10.1652
ΔE to the lowest compared entry with this formula, charge and spin in kcal per mole: 0.0
Calculated total energy in eV: -112500.8598
HOMO-LUMO gap in eV: 6.5
LUMO in eV: -3.62
Net charge: +1

---

No. 4
Here is an isolated ion of composition C6H12N4O and charge +2 at a distorted geometry from OMol25. Energies are from wB97M-V/def2-TZVPD.

Cartesian coordinates (Å):
N1 -0.803 1.861 -2.831
C1 -0.591 1.134 -1.656
C2 -1.003 -0.095 -1.452
O1 -1.144 -0.529 -0.147
C3 -0.816 -1.918 0.306
C4 -0.385 -1.732 1.738
N2 0.929 -1.230 2.075
C5 1.429 -0.107 1.753
N3 0.779 0.746 1.033
C6 1.146 1.705 0.140
N4 0.469 1.795 -0.974
H1 -1.411 1.653 -3.606
H2 -0.608 2.868 -2.696
H3 -1.384 -0.780 -2.189
H4 -0.017 -2.331 -0.248
H5 -1.811 -2.417 0.309
H6 -1.177 -1.198 2.235
H7 -0.393 -2.769 2.203
H8 1.501 -1.958 2.474
H9 2.558 0.076 2.139
H10 -0.208 0.465 0.800
H11 2.041 2.259 0.206
H12 0.899 2.503 -1.611

HOMO (alpha / beta) in eV: -15.8333 / -15.8336
ΔE to the lowest compared entry with this formula, charge and spin in kcal per mole: 54.6
Structure (SMILES): N/C1=C/OCC/[NH+]=C\[NH+]=C\N1
Calculated total energy in eV: -14404.8799
HOMO-LUMO gap (alpha / beta) in eV: 6.7 / 6.7
LUMO (alpha / beta) in eV: -9.10 / -9.10
Net charge: +2

---

No. 5
Here is a 2-piece molecular cluster, C6H12N3 overall at a distorted geometry from OMol25. Energies are from wB97M-V/def2-TZVPD.

Cartesian coordinates (Å):
C1 -0.407 2.095 0.796
C2 -0.484 -0.080 2.002
C3 -0.198 1.408 2.094
C4 -0.205 0.159 -0.268
C5 1.889 -0.175 -0.578
C6 -0.317 -1.805 -1.638
N1 -0.323 1.503 -0.324
N2 -0.619 -0.615 0.862
N3 -0.959 -0.495 -1.404
H1 -0.497 3.143 0.534
H2 -0.719 -0.477 2.905
H3 0.787 1.506 2.623
H4 -0.715 1.790 2.864
H5 2.103 -0.857 0.150
H6 2.268 0.825 -0.626
H7 1.956 -0.627 -1.531
H8 0.570 -1.865 -2.275
H9 -0.182 -2.371 -0.755
H10 -1.110 -2.539 -2.186
H11 -1.981 -0.764 -1.153
H12 -0.857 0.241 -2.094

HOMO in eV: -13.3845
ΔE to the lowest compared entry with this formula, charge and spin in kcal per mole: 113.0
Calculated total energy in eV: -10876.4169
HOMO-LUMO gap in eV: 9.7
LUMO in eV: -3.67
Net charge: +1

---

No. 6
Here is C35H44As3Br3InN5OSbSe4 as an isolated structure from OMol25. Energies are from wB97M-V/def2-TZVPD.

Cartesian coordinates (Å):
In1 -0.148 -0.773 1.568
O1 -1.265 -2.381 2.882
C1 -1.084 -3.494 3.510
C2 -1.982 -3.851 4.553
C3 -1.890 -5.042 5.231
C4 -0.886 -5.958 4.913
C5 0.028 -5.627 3.937
C6 -0.026 -4.417 3.234
C7 0.994 -4.120 2.238
N1 1.001 -3.131 1.363
C8 2.143 -3.253 0.617
C9 2.860 -4.325 1.045
N2 2.123 -4.867 2.070
H1 -2.758 -3.132 4.787
H2 -2.605 -5.276 6.012
H3 -0.819 -6.908 5.426
H4 0.800 -6.353 3.704
H5 2.352 -2.548 -0.171
H6 3.808 -4.732 0.743
H7 2.403 -5.646 2.635
Br1 -2.695 3.899 6.458
C10 -2.119 3.010 4.884
C11 -0.822 3.154 4.435
C12 -0.484 2.479 3.270
N3 -1.334 1.733 2.582
C13 -2.585 1.593 3.027
C14 -3.020 2.222 4.191
C15 -3.480 0.747 2.195
C16 -4.838 0.596 2.481
C17 -5.600 -0.187 1.638
Br2 -7.451 -0.426 1.989
C18 -5.030 -0.792 0.533
C19 -3.675 -0.583 0.336
N4 -2.921 0.159 1.135
H8 -0.082 3.741 4.958
H9 0.529 2.548 2.890
H10 -4.027 2.107 4.564
H11 -5.301 1.085 3.324
H12 -5.614 -1.395 -0.147
H13 -3.168 -1.028 -0.513
C20 3.068 -0.576 -2.654
As1 2.072 0.356 -1.212
C21 3.504 0.304 0.114
C22 2.499 2.223 -1.738
C23 1.510 3.026 -2.602
C24 2.165 4.375 -2.935
C25 0.209 3.379 -1.855
As2 -1.170 2.037 -1.369
C26 -2.137 1.926 -3.099
C27 -2.355 3.456 -0.687
C28 1.143 2.262 -3.884
As3 2.369 1.820 -5.395
C29 4.234 2.110 -4.818
C30 2.196 3.522 -6.378
H14 4.113 -0.263 -2.666
H15 2.619 -0.382 -3.630
H16 3.029 -1.652 -2.475
H17 4.402 0.802 -0.253
H18 3.763 -0.716 0.392
H19 3.168 0.822 1.012
H20 3.461 2.181 -2.257
H21 2.665 2.760 -0.799
H22 2.319 4.956 -2.024
H23 1.531 4.957 -3.608
H24 3.137 4.239 -3.406
H25 -0.317 4.143 -2.439
H26 0.478 3.842 -0.899
H27 -2.145 2.898 -3.597
H28 -3.167 1.637 -2.883
H29 -1.708 1.184 -3.773
H30 -2.452 4.251 -1.429
H31 -1.948 3.874 0.232
H32 -3.348 3.059 -0.473
H33 0.331 2.798 -4.387
H34 0.718 1.299 -3.579
H35 4.550 1.350 -4.105
H36 4.417 3.096 -4.396
H37 4.851 2.004 -5.712
H38 1.145 3.712 -6.596
H39 2.730 3.455 -7.326
H40 2.597 4.360 -5.810
Br3 -1.530 -2.114 -4.926
C31 -1.527 -2.604 -3.092
C32 -2.243 -3.706 -2.659
C33 -2.225 -4.001 -1.304
C34 -1.497 -3.184 -0.450
N5 -0.800 -2.137 -0.890
C35 -0.808 -1.846 -2.183
H41 -2.805 -4.310 -3.358
H42 -2.779 -4.845 -0.914
H43 -1.460 -3.351 0.622
H44 -0.224 -0.984 -2.489
Se1 5.586 -0.704 3.328
Sb1 3.499 0.136 4.194
Se2 1.435 -1.350 4.248
Se3 3.085 2.500 4.484
Se4 2.718 -1.218 6.260

HOMO in eV: -4.5765
Calculated total energy in eV: -712250.4833
HOMO-LUMO gap in eV: 6.2
LUMO in eV: 1.65
Net charge: -1

---

Which of these has the highest calculated total energy?
C6H12N3

---

What is the calculated total energy in the first record?
-10943.1587 eV

---

Number 4 is which compound?
C6H12N4O